# 1
{
  "formula": "C2H13N2O3",
  "method": "ωB97M-V with the def2-TZVPD basis set",
  "symbols": ["C", "C", "N", "N", "H", "H", "H", "H", "H", "H", "H", "H", "H", "O", "H", "H", "O", "H", "H", "O"],
  "coordinates": [[-0.08, -0.04, -0.98], [-1.28, -0.51, -1.33], [-2.03, -1.34, -0.40], [0.80, 0.61, -1.77], [0.26, -0.23, 0.03], [-1.69, -0.35, -2.32], [-2.13, -2.33, -0.66], [-1.68, -1.30, 0.57], [-3.01, -1.04, -0.37], [0.62, 0.70, -2.76], [1.48, 1.23, -1.32], [0.32, -1.56, 2.30], [-0.68, -2.66, 2.32], [-0.38, -1.94, 1.75], [0.21, 1.79, 1.70], [-0.88, 2.04, 2.78], [-0.28, 1.38, 2.42], [3.92, 1.19, -0.59], [3.36, 2.63, -0.83], [3.13, 1.73, -0.53]],
  "total_charge": 1,
  "e_homo_ev": -12.253,
  "spin_multiplicity": 1,
  "largest_force_ev_per_a": 1.22
}

# 2
{
  "formula": "C39H52ClO6PbSSe",
  "method": "ωB97M-V with the def2-TZVPD basis set",
  "symbols": ["Pb", "C", "C", "C", "C", "C", "C", "C", "Se", "C", "C", "C", "C", "C", "C", "O", "C", "C", "C", "C", "C", "C", "C", "C", "C", "O", "C", "C", "C", "C", "C", "C", "H", "H", "H", "H", "H", "H", "H", "H", "H", "H", "H", "H", "H", "H", "H", "H", "H", "H", "H", "H", "H", "H", "H", "H", "H", "H", "H", "H", "H", "H", "H", "H", "H", "H", "H", "H", "H", "H", "H", "H", "Cl", "C", "C", "C", "C", "O", "C", "C", "O", "C", "H", "H", "H", "H", "O", "S", "C", "C", "C", "C", "H", "H", "H", "H", "H", "H", "H", "H", "O"],
  "coordinates": [[0.09, -0.51, 0.25], [-5.19, 4.37, -0.29], [-4.35, 4.59, -1.55], [-5.20, 4.26, -2.79], [-3.96, 6.07, -1.62], [-3.12, 3.68, -1.51], [-3.30, 2.31, -1.43], [-2.21, 1.46, -1.32], [-2.57, -0.39, -0.93], [-3.29, 0.05, 0.79], [-4.63, -0.17, 1.05], [-5.21, 0.29, 2.22], [-4.39, 1.01, 3.08], [-3.04, 1.26, 2.85], [-2.43, 0.74, 1.67], [-1.17, 0.94, 1.40], [-2.22, 2.11, 3.83], [-1.10, 1.24, 4.44], [-1.60, 3.31, 3.09], [-3.06, 2.66, 4.98], [-6.70, 0.05, 2.49], [-7.14, 0.63, 3.83], [-7.53, 0.70, 1.38], [-6.98, -1.46, 2.50], [-0.88, 1.93, -1.27], [0.14, 1.11, -1.13], [-0.69, 3.33, -1.37], [-1.81, 4.14, -1.49], [0.68, 4.03, -1.26], [1.91, 3.12, -1.36], [0.73, 4.74, 0.10], [0.82, 5.08, -2.38], [-6.07, 5.01, -0.30], [-4.60, 4.61, 0.60], [-5.51, 3.34, -0.20], [-6.08, 4.90, -2.82], [-5.53, 3.22, -2.77], [-4.62, 4.42, -3.70], [-4.86, 6.68, -1.66], [-3.37, 6.29, -2.52], [-3.38, 6.38, -0.75], [-4.29, 1.87, -1.41], [-5.22, -0.70, 0.30], [-4.82, 1.42, 3.98], [-0.45, 0.84, 3.67], [-1.55, 0.42, 5.00], [-0.50, 1.84, 5.13], [-0.95, 2.98, 2.29], [-1.02, 3.92, 3.80], [-2.39, 3.94, 2.67], [-3.50, 1.86, 5.59], [-3.87, 3.30, 4.62], [-2.42, 3.26, 5.62], [-7.01, 1.71, 3.86], [-6.59, 0.19, 4.66], [-8.20, 0.42, 3.98], [-7.36, 1.78, 1.35], [-8.60, 0.53, 1.55], [-7.28, 0.30, 0.40], [-6.40, -1.95, 3.29], [-6.70, -1.93, 1.56], [-8.04, -1.65, 2.68], [-1.65, 5.21, -1.53], [1.99, 2.43, -0.53], [2.80, 3.76, -1.37], [1.91, 2.53, -2.28], [0.64, 4.01, 0.91], [-0.08, 5.46, 0.21], [1.69, 5.26, 0.22], [0.76, 4.61, -3.36], [1.79, 5.57, -2.29], [0.06, 5.86, -2.33], [6.22, 0.15, -4.36], [5.02, 0.06, -3.10], [5.29, 0.62, -1.84], [4.36, 0.56, -0.85], [3.09, -0.07, -1.02], [2.28, -0.08, -0.03], [2.84, -0.64, -2.31], [1.63, -1.34, -2.67], [0.61, -1.51, -2.02], [3.82, -0.56, -3.32], [6.24, 1.12, -1.68], [4.55, 1.00, 0.13], [1.65, -1.76, -3.70], [3.61, -1.01, -4.28], [1.39, -0.15, 2.65], [2.10, -1.46, 2.84], [3.17, -1.13, 4.31], [2.57, -1.83, 5.53], [1.08, -1.98, 5.25], [1.00, -2.50, 3.83], [3.12, -0.04, 4.39], [4.19, -1.42, 4.08], [2.78, -1.27, 6.44], [3.02, -2.82, 5.65], [0.59, -1.00, 5.31], [0.59, -2.65, 5.96], [0.04, -2.43, 3.32], [1.38, -3.52, 3.74], [0.03, -2.28, 1.04]],
  "total_charge": -1,
  "e_homo_ev": -4.890,
  "spin_multiplicity": 1,
  "largest_force_ev_per_a": 0.28
}

# 3
{
  "formula": "C71H176N12O21",
  "method": "ωB97M-V with the def2-TZVPD basis set",
  "symbols": ["C", "C", "C", "C", "C", "C", "C", "C", "C", "N", "O", "H", "H", "H", "H", "H", "H", "H", "H", "H", "H", "H", "H", "H", "H", "H", "H", "H", "H", "H", "C", "O", "C", "C", "C", "N", "H", "H", "H", "H", "H", "H", "H", "H", "H", "H", "H", "C", "O", "C", "C", "C", "N", "H", "H", "H", "H", "H", "H", "H", "H", "H", "H", "H", "C", "O", "C", "C", "N", "C", "C", "O", "C", "H", "H", "H", "H", "H", "H", "H", "H", "H", "H", "H", "H", "H", "H", "H", "C", "O", "C", "C", "N", "C", "C", "O", "C", "H", "H", "H", "H", "H", "H", "H", "H", "H", "H", "H", "H", "H", "H", "H", "C", "O", "C", "C", "N", "C", "C", "O", "C", "H", "H", "H", "H", "H", "H", "H", "H", "H", "H", "H", "H", "H", "H", "H", "C", "O", "C", "C", "N", "C", "C", "O", "C", "H", "H", "H", "H", "H", "H", "H", "H", "H", "H", "H", "H", "H", "H", "H", "C", "O", "C", "C", "N", "C", "C", "O", "C", "H", "H", "H", "H", "H", "H", "H", "H", "H", "H", "H", "H", "H", "H", "H", "C", "O", "C", "C", "N", "C", "C", "O", "C", "H", "H", "H", "H", "H", "H", "H", "H", "H", "H", "H", "H", "H", "H", "H", "C", "O", "C", "C", "N", "C", "C", "O", "C", "H", "H", "H", "H", "H", "H", "H", "H", "H", "H", "H", "H", "H", "H", "H", "C", "O", "C", "C", "N", "C", "C", "O", "C", "H", "H", "H", "H", "H", "H", "H", "H", "H", "H", "H", "H", "H", "H", "H", "C", "O", "C", "C", "N", "C", "C", "O", "C", "H", "H", "H", "H", "H", "H", "H", "H", "H", "H", "H", "H", "H", "H", "H"],
  "coordinates": [[4.41, 2.36, 3.17], [4.14, 1.67, 4.48], [2.83, 2.24, 5.13], [3.82, 0.17, 4.16], [5.06, -0.67, 3.80], [5.99, -0.60, 5.02], [6.47, 0.83, 5.45], [7.03, 0.71, 6.90], [7.51, 1.37, 4.43], [5.32, 1.74, 5.46], [5.61, 3.08, 5.92], [5.38, 2.04, 2.78], [3.70, 2.03, 2.42], [4.46, 3.45, 3.25], [2.75, 2.03, 6.20], [2.76, 3.29, 4.87], [1.91, 1.82, 4.72], [3.39, -0.29, 5.06], [3.03, 0.08, 3.41], [4.77, -1.68, 3.51], [5.55, -0.20, 2.95], [6.89, -1.18, 4.83], [5.53, -1.17, 5.83], [7.36, 1.69, 7.23], [7.88, 0.03, 6.98], [6.24, 0.33, 7.55], [8.46, 0.85, 4.58], [7.71, 2.45, 4.42], [7.19, 1.09, 3.43], [5.33, 3.02, 6.84], [0.88, 3.15, 1.67], [0.86, 2.46, 0.43], [0.04, 1.25, 0.33], [0.60, 0.20, 1.26], [2.01, -0.37, 0.84], [-0.25, -0.94, 1.35], [1.14, 4.21, 1.58], [1.50, 2.66, 2.42], [-0.15, 3.12, 2.02], [-1.02, 1.38, 0.54], [0.20, 0.97, -0.71], [0.64, 0.64, 2.25], [2.01, -0.81, -0.15], [2.30, -1.25, 1.42], [2.76, 0.42, 0.75], [-0.28, -1.43, 0.47], [0.20, -1.55, 2.01], [7.18, 0.67, 0.40], [6.80, 1.21, -0.92], [5.40, 1.32, -0.93], [4.84, 1.90, -2.32], [3.31, 2.10, -2.26], [5.09, 0.89, -3.34], [8.26, 0.53, 0.51], [6.72, -0.31, 0.50], [6.92, 1.31, 1.25], [4.93, 0.38, -0.63], [5.09, 2.02, -0.16], [5.40, 2.83, -2.43], [2.70, 1.22, -2.04], [3.06, 2.43, -3.27], [3.02, 2.79, -1.47], [5.14, 1.34, -4.24], [6.05, 0.63, -3.16], [-3.10, -4.64, -4.40], [-3.63, -5.52, -3.44], [-5.05, -5.40, -3.28], [-5.59, -3.98, -2.75], [-4.92, -3.59, -1.45], [-5.31, -4.53, -0.42], [-4.80, -4.09, 0.98], [-3.46, -4.48, 1.21], [-2.90, -4.21, 2.46], [-3.75, -4.80, -5.26], [-2.05, -4.92, -4.54], [-3.11, -3.60, -4.06], [-5.39, -6.19, -2.61], [-5.42, -5.50, -4.30], [-6.66, -3.85, -2.62], [-5.31, -3.28, -3.54], [-3.91, -3.63, -1.43], [-4.86, -5.52, -0.55], [-6.40, -4.56, -0.39], [-5.35, -4.70, 1.70], [-4.90, -3.01, 1.13], [-3.11, -4.82, 3.34], [-3.10, -3.18, 2.76], [-1.81, -4.28, 2.36], [4.36, 5.83, 0.39], [4.52, 5.89, -1.04], [3.27, 5.88, -1.79], [3.57, 6.11, -3.34], [4.45, 5.07, -3.93], [5.10, 5.57, -5.15], [6.25, 4.69, -5.52], [7.12, 4.52, -4.41], [7.89, 3.29, -4.51], [4.10, 4.79, 0.63], [3.50, 6.43, 0.68], [5.21, 6.19, 0.97], [2.58, 6.66, -1.46], [2.71, 4.96, -1.69], [4.00, 7.10, -3.40], [2.63, 6.20, -3.88], [5.05, 4.82, -3.16], [5.54, 6.56, -5.06], [4.41, 5.49, -6.00], [6.85, 5.13, -6.31], [5.84, 3.72, -5.80], [8.34, 3.01, -3.56], [8.72, 3.39, -5.21], [7.38, 2.38, -4.83], [-1.75, -2.89, -1.28], [-0.51, -2.19, -1.44], [0.07, -2.41, -2.79], [1.54, -1.98, -2.82], [2.47, -2.73, -2.00], [3.86, -2.24, -2.00], [4.60, -3.18, -1.05], [3.99, -3.28, 0.26], [5.03, -3.54, 1.23], [-2.57, -2.50, -1.89], [-1.95, -2.70, -0.22], [-1.76, -3.96, -1.46], [-0.52, -1.96, -3.60], [-0.06, -3.46, -3.02], [1.64, -0.94, -2.54], [1.78, -2.07, -3.88], [2.02, -2.86, -1.10], [4.00, -1.20, -1.69], [4.26, -2.43, -3.00], [5.62, -2.78, -0.96], [4.68, -4.21, -1.38], [4.59, -3.72, 2.22], [5.68, -2.67, 1.36], [5.69, -4.37, 1.02], [1.82, -12.35, -3.57], [1.14, -11.12, -3.54], [-0.31, -11.17, -3.63], [-1.06, -9.91, -3.15], [-0.59, -9.59, -1.77], [-1.38, -8.49, -1.16], [-0.88, -7.03, -1.53], [0.34, -6.71, -0.77], [0.94, -5.48, -1.07], [1.71, -12.54, -2.50], [2.87, -12.39, -3.85], [1.35, -13.13, -4.17], [-0.58, -11.99, -2.97], [-0.49, -11.57, -4.63], [-2.11, -10.18, -3.28], [-0.97, -8.98, -3.70], [0.40, -9.38, -1.78], [-1.45, -8.58, -0.07], [-2.45, -8.49, -1.35], [-1.59, -6.24, -1.28], [-0.66, -6.89, -2.59], [0.41, -4.59, -0.72], [1.12, -5.28, -2.13], [1.93, -5.51, -0.60], [-5.61, 3.68, 3.60], [-4.37, 3.41, 2.91], [-4.12, 4.49, 1.97], [-2.75, 4.13, 1.35], [-2.28, 5.16, 0.46], [-1.15, 4.74, -0.38], [-1.21, 5.43, -1.76], [-2.03, 6.62, -1.92], [-1.66, 7.64, -1.03], [-5.91, 2.78, 4.14], [-6.46, 3.85, 2.94], [-5.56, 4.55, 4.25], [-4.02, 5.46, 2.47], [-4.96, 4.60, 1.29], [-2.90, 3.17, 0.85], [-2.03, 3.97, 2.15], [-3.06, 5.43, -0.12], [-1.04, 3.66, -0.49], [-0.24, 5.11, 0.07], [-1.68, 4.75, -2.47], [-0.21, 5.55, -2.17], [-0.62, 7.83, -1.28], [-1.85, 7.46, 0.03], [-2.18, 8.59, -1.16], [-1.52, -0.98, -5.98], [-2.18, -2.22, -6.11], [-1.63, -3.12, -7.12], [-1.80, -2.56, -8.55], [-3.20, -2.52, -8.99], [-3.41, -1.77, -10.19], [-3.35, -2.55, -11.49], [-4.38, -3.51, -11.43], [-4.58, -4.30, -12.59], [-1.92, -0.30, -6.73], [-0.43, -1.06, -6.03], [-1.79, -0.43, -5.08], [-2.13, -4.08, -7.07], [-0.58, -3.28, -6.90], [-1.25, -3.07, -9.34], [-1.39, -1.55, -8.57], [-3.53, -3.46, -9.18], [-2.71, -0.94, -10.22], [-4.40, -1.31, -10.13], [-2.35, -2.99, -11.46], [-3.35, -1.88, -12.35], [-3.67, -4.82, -12.88], [-5.04, -3.68, -13.36], [-5.26, -5.12, -12.37], [-6.02, 5.69, 7.90], [-4.78, 5.38, 7.16], [-3.68, 4.85, 7.90], [-2.48, 4.59, 6.97], [-1.65, 5.79, 6.60], [-0.57, 5.46, 5.64], [0.25, 6.69, 5.11], [-0.46, 7.60, 4.23], [-0.86, 7.12, 2.97], [-6.84, 6.09, 7.30], [-5.71, 6.40, 8.66], [-6.39, 4.86, 8.49], [-4.09, 3.90, 8.22], [-3.30, 5.51, 8.67], [-2.84, 4.13, 6.05], [-1.88, 3.83, 7.48], [-2.23, 6.59, 6.40], [-1.09, 4.84, 4.91], [0.12, 4.86, 6.24], [1.11, 6.37, 4.53], [0.61, 7.21, 6.00], [-1.48, 6.23, 3.08], [-0.07, 6.69, 2.35], [-1.38, 7.91, 2.43], [1.48, -3.69, 2.59], [0.76, -2.66, 3.12], [0.15, -2.83, 4.40], [-0.54, -1.51, 4.83], [-1.65, -1.20, 3.94], [-2.43, 0.01, 4.26], [-1.75, 1.37, 3.96], [-0.49, 1.64, 4.60], [-0.54, 1.53, 6.02], [0.87, -4.59, 2.49], [2.40, -3.98, 3.10], [1.71, -3.51, 1.54], [0.89, -3.11, 5.15], [-0.56, -3.65, 4.35], [0.19, -0.71, 4.72], [-0.73, -1.49, 5.91], [-1.28, -1.18, 3.00], [-2.91, -0.04, 5.24], [-3.37, 0.00, 3.72], [-2.43, 2.20, 4.10], [-1.55, 1.50, 2.90], [-0.62, 0.50, 6.36], [-1.41, 2.09, 6.38], [0.37, 1.98, 6.42], [-8.96, 1.84, 2.28], [-7.55, 1.65, 2.24], [-7.13, 0.28, 2.50], [-5.58, 0.26, 2.32], [-5.29, 0.34, 0.88], [-3.84, 0.14, 0.68], [-3.45, 0.10, -0.81], [-3.67, 1.39, -1.43], [-3.20, 1.52, -2.71], [-9.32, 1.93, 3.31], [-9.52, 1.04, 1.81], [-9.27, 2.82, 1.93], [-7.65, -0.43, 1.86], [-7.30, 0.01, 3.54], [-5.27, -0.65, 2.83], [-5.19, 1.11, 2.86], [-5.62, 1.23, 0.53], [-3.58, -0.82, 1.14], [-3.32, 0.88, 1.29], [-4.04, -0.63, -1.36], [-2.40, -0.13, -0.98], [-3.88, 1.07, -3.43], [-2.20, 1.10, -2.76], [-3.05, 2.57, -2.96]],
  "total_charge": 0,
  "e_homo_ev": -8.037,
  "spin_multiplicity": 1,
  "largest_force_ev_per_a": 2.99
}

# 4
{
  "formula": "C4H8O4",
  "method": "ωB97M-V with the def2-TZVPD basis set",
  "symbols": ["C", "C", "C", "O", "C", "O", "O", "O", "H", "H", "H", "H", "H", "H", "H", "H"],
  "coordinates": [[0.43, 0.84, 1.70], [0.40, 0.20, 0.54], [1.62, -0.04, -0.32], [1.60, 0.68, -1.53], [-0.89, -0.36, -0.02], [-0.80, -1.72, -0.22], [-1.96, -0.04, 0.79], [-1.13, 0.15, -1.37], [1.36, 1.22, 2.10], [-0.45, 0.96, 2.30], [1.72, -1.12, -0.51], [2.51, 0.30, 0.22], [0.78, 0.46, -1.99], [-1.17, -1.87, -1.12], [-2.62, -0.75, 0.75], [-1.40, 1.07, -1.32]],
  "total_charge": 0,
  "e_homo_ev": -10.131,
  "spin_multiplicity": 1,
  "largest_force_ev_per_a": 1.06
}